Record 1
Formula: C19H21Cl28NP
Source: the OMol25 dataset
Level of theory: the ωB97M-V functional and the def2-TZVPD basis

Last column: Löwdin charge in e.
Atoms and positions in Å:
C (2.980, 0.302, 3.985)  -0.0880
C (1.655, 0.651, 3.287)  -0.2751
C (1.329, -0.434, 2.267)  -0.2024
C (0.014, -0.235, 1.458)  -0.1498
C (-0.532, 1.196, 1.375)  -0.1239
N (-1.586, 1.541, 2.354)  -0.0100
C (-2.524, 0.621, 2.634)  -0.0018
C (-3.565, 0.853, 3.513)  -0.0075
C (-3.637, 2.079, 4.157)  0.0062
C (-2.678, 3.039, 3.855)  -0.0445
C (-1.661, 2.775, 2.939)  -0.2948
P (-0.548, 4.233, 2.634)  0.9166
C (-0.232, 4.353, 0.819)  -0.2913
C (1.044, 4.058, 3.541)  -0.2585
H (3.448, 1.183, 4.417)  0.0721
H (3.662, -0.102, 3.236)  0.0755
H (2.851, -0.488, 4.721)  0.0780
H (0.864, 0.803, 4.022)  0.1104
H (1.879, 1.560, 2.727)  0.0785
H (2.156, -0.572, 1.575)  0.1162
H (1.234, -1.376, 2.810)  0.0835
H (0.239, -0.523, 0.432)  0.1197
H (-0.705, -0.970, 1.810)  0.0823
H (0.286, 1.904, 1.393)  0.0924
H (-0.988, 1.302, 0.390)  0.1352
H (-2.479, -0.333, 2.135)  0.1174
H (-4.304, 0.087, 3.689)  0.0363
H (-4.447, 2.270, 4.845)  0.1285
H (-2.717, 4.007, 4.326)  0.1075
H (-0.792, 3.576, 0.297)  0.0290
H (-0.546, 5.293, 0.390)  -0.0197
H (0.817, 4.200, 0.558)  0.0524
H (0.946, 3.232, 4.242)  0.0301
H (1.187, 4.977, 4.100)  0.0364
H (1.900, 3.860, 2.901)  0.0405
C (1.427, -5.055, 2.579)  -2.0470
Cl (1.848, -6.583, 1.812)  0.5362
Cl (0.264, -4.185, 1.564)  0.4870
Cl (0.706, -5.364, 4.160)  0.5369
Cl (2.882, -4.067, 2.776)  0.5268
C (1.469, -5.862, -2.185)  -2.0358
Cl (1.880, -7.576, -2.128)  0.5459
Cl (1.585, -5.277, -3.845)  0.4961
Cl (-0.185, -5.635, -1.596)  0.5080
Cl (2.594, -4.949, -1.170)  0.5010
C (4.016, -4.158, -7.103)  -2.0434
Cl (3.373, -5.488, -8.078)  0.5235
Cl (2.775, -2.913, -6.917)  0.4680
Cl (4.469, -4.767, -5.507)  0.5113
Cl (5.437, -3.475, -7.897)  0.5297
C (-1.923, 8.670, 1.247)  -2.0385
Cl (-1.575, 7.052, 1.902)  0.4931
Cl (-1.720, 8.639, -0.509)  0.5277
Cl (-3.582, 9.118, 1.644)  0.5350
Cl (-0.805, 9.836, 1.953)  0.5381
C (-5.767, -2.901, 3.410)  -2.0453
Cl (-6.279, -4.421, 4.126)  0.5643
Cl (-6.745, -2.543, 1.989)  0.5450
Cl (-5.953, -1.595, 4.597)  0.5420
Cl (-4.058, -3.012, 2.941)  0.5129
C (-0.777, -1.163, -5.672)  -2.0448
Cl (-2.485, -1.609, -5.666)  0.5340
Cl (0.199, -2.533, -5.139)  0.4691
Cl (-0.287, -0.704, -7.304)  0.5176
Cl (-0.521, 0.205, -4.574)  0.5061
C (2.582, -1.362, -11.031)  -2.0451
Cl (2.810, -2.951, -10.297)  0.4960
Cl (2.827, -1.471, -12.774)  0.5383
Cl (0.938, -0.790, -10.705)  0.5081
Cl (3.747, -0.227, -10.339)  0.5247

Calculated values
HOMO-LUMO gap (eV): 7.586
Net charge: +1

Record 2
Formula: C4H11S2
Source: the OMol25 dataset
Level of theory: the ωB97M-V functional and the def2-TZVPD basis

Last column: Löwdin charge in e.
Atoms and positions in Å:
C (-1.853, -0.264, -1.175)  -0.1470
C (-0.461, -0.084, -1.749)  -0.3603
C (0.572, -0.935, -1.005)  -0.6087
S (2.192, -0.044, -0.703)  0.3979
H (-2.671, 0.224, -1.713)  0.0547
H (-1.917, 0.222, -0.194)  0.0460
H (-2.112, -1.318, -1.072)  0.0613
H (-0.353, -0.386, -2.810)  0.0963
H (-0.115, 0.942, -1.648)  0.0641
H (0.780, -1.902, -1.460)  0.0419
H (0.275, -1.064, 0.042)  0.0271
H (1.561, 0.759, 0.412)  -0.3093
C (0.861, 0.684, 2.741)  -0.6081
S (0.433, 1.725, 1.299)  0.2638
H (0.168, 0.934, 3.549)  -0.0151
H (0.736, -0.365, 2.454)  -0.0063
H (1.902, 0.873, 3.030)  0.0017

Calculated values
HOMO-LUMO gap (eV): 6.634
Relative energy (zero: lowest compared OMol25 entry of this formula, charge and spin) (kcal per mole): 7.7
Net charge: -1

Record 3
Formula: C23H31N3O3S
Source: the OMol25 dataset
Level of theory: the ωB97M-V functional and the def2-TZVPD basis

Last column: Löwdin charge in e.
Atoms and positions in Å:
C (-8.661, -0.153, 2.329)  -0.0811
H (-8.883, 0.918, 2.356)  0.0974
O (-8.128, -0.538, 1.082)  -0.0747
C (-6.967, 0.019, 0.664)  -0.2679
C (-6.513, -0.399, -0.593)  0.0159
C (-5.343, 0.108, -1.114)  -0.0468
C (-4.616, 1.032, -0.383)  -0.2963
C (-5.048, 1.452, 0.857)  -0.0497
C (-6.225, 0.951, 1.388)  -0.0044
H (-6.552, 1.292, 2.357)  0.1055
H (-4.456, 2.176, 1.394)  0.1165
S (-3.099, 1.661, -1.079)  0.6757
O (-2.493, 2.578, -0.150)  -0.2874
O (-3.338, 2.116, -2.417)  -0.2814
N (-2.203, 0.236, -1.187)  -0.2354
C (-1.116, 0.309, -2.145)  -0.1788
H (-1.545, 0.631, -3.094)  0.1178
C (-0.464, -1.075, -2.268)  -0.1529
N (0.014, -1.593, -0.999)  -0.1281
C (-1.083, -1.590, -0.055)  -0.1596
H (-0.750, -1.967, 0.910)  0.1113
C (-1.745, -0.214, 0.110)  -0.1832
H (-2.618, -0.282, 0.765)  0.1217
H (-1.042, 0.513, 0.542)  0.1211
H (-1.837, -2.279, -0.449)  0.1270
C (1.303, -1.026, -0.589)  -0.3212
C (1.584, -1.116, 0.909)  -0.1309
C (2.988, -0.590, 1.209)  -0.1928
N (3.975, -1.385, 0.510)  -0.1581
C (3.789, -1.274, -0.921)  -0.1967
C (2.413, -1.810, -1.302)  -0.1211
H (2.335, -2.856, -1.005)  0.1246
H (2.293, -1.753, -2.384)  0.1064
H (4.561, -1.869, -1.416)  0.1223
H (3.882, -0.229, -1.270)  0.1269
C (5.344, -1.148, 0.949)  -0.1509
C (5.856, 0.248, 0.685)  -0.2207
C (6.475, 0.558, -0.520)  -0.0539
C (6.886, 1.851, -0.792)  -0.0838
C (6.683, 2.855, 0.140)  -0.0941
C (6.075, 2.555, 1.347)  -0.0835
C (5.665, 1.261, 1.616)  -0.0535
H (5.198, 1.034, 2.564)  0.1093
H (5.920, 3.332, 2.082)  0.1016
H (7.003, 3.864, -0.071)  0.0999
H (7.367, 2.076, -1.733)  0.1015
H (6.644, -0.222, -1.249)  0.1094
H (5.378, -1.360, 2.022)  0.1222
H (5.975, -1.879, 0.435)  0.1224
H (3.178, -0.671, 2.283)  0.1232
H (3.043, 0.478, 0.930)  0.1286
H (1.526, -2.158, 1.226)  0.1268
H (0.868, -0.525, 1.482)  0.1083
H (1.378, 0.036, -0.881)  0.1451
H (0.361, -1.024, -2.978)  0.1157
H (-1.208, -1.780, -2.649)  0.1268
H (-0.373, 1.056, -1.827)  0.1258
H (-4.978, -0.192, -2.082)  0.1195
H (-7.106, -1.118, -1.135)  0.1217
H (-9.586, -0.716, 2.438)  0.0944
H (-7.984, -0.407, 3.150)  0.0966

Calculated values
SMILES: COc1ccc(S(=O)(=O)N2CCN(C3CCN(Cc4ccccc4)CC3)CC2)cc1
HOMO-LUMO gap (eV): 8.958
Relative energy (zero: lowest compared OMol25 entry of this formula, charge and spin) (kcal per mole): 61.1
Net charge: 0

Record 4
Formula: C5HBrCuF9NO2S2Si
Source: the OMol25 dataset
Level of theory: the ωB97M-V functional and the def2-TZVPD basis

Last column: Löwdin charge in e.
Atoms and positions in Å:
O (1.195, -2.682, -0.790)  -0.3661
S (1.590, -1.572, 0.265)  0.6843
O (2.657, -2.320, 1.165)  -0.3339
Si (2.657, -0.066, -0.772)  0.1785
Br (1.546, 1.071, -2.406)  0.3744
N (3.349, 1.111, 0.453)  -0.1050
C (2.936, 2.398, 0.157)  -0.6738
S (2.084, 3.903, 0.236)  0.6367
C (0.144, -1.218, 1.309)  -0.2668
F (0.557, -1.481, 2.743)  0.0210
F (-0.850, -2.333, 1.047)  0.0141
C (-0.665, 0.155, 1.297)  -0.1151
F (0.010, 1.400, 0.889)  0.0118
F (-1.053, 0.430, 2.741)  0.0440
C (-2.140, 0.173, 0.539)  -0.0554
F (-2.608, 1.605, 0.708)  0.0310
F (-3.190, -0.614, 1.289)  0.0660
C (-2.122, -0.082, -1.062)  -0.1004
F (-3.390, -0.834, -1.394)  0.0462
F (-2.248, 1.215, -1.823)  -0.0149
F (-1.016, -0.877, -1.611)  0.0548
H (3.849, -0.684, -1.404)  0.0169
Cu (-3.290, 1.301, -3.577)  0.8518

Calculated values
HOMO-LUMO gap (eV): 5.912
Net charge: +1

Record 5
Formula: C16H14F10LaNOSSi
Source: the OMol25 dataset
Level of theory: the ωB97M-V functional and the def2-TZVPD basis

Last column: Löwdin spin population.
Atoms and positions in Å:
La (0.365, -0.282, -0.244)  0.0272
F (-1.187, 5.004, 4.602)  0.0000
C (-0.991, 4.409, 3.406)  0.0001
C (-0.858, 3.025, 3.313)  0.0005
F (-0.941, 2.275, 4.426)  0.0001
C (-0.673, 2.438, 2.077)  0.0014
F (-0.510, 1.076, 2.004)  0.0011
C (-0.654, 3.172, 0.871)  0.0018
S (-0.590, 2.434, -0.659)  0.0014
C (-0.758, 4.574, 1.013)  0.0002
F (-0.710, 5.358, -0.078)  0.0000
C (-0.928, 5.176, 2.243)  0.0001
F (-1.066, 6.513, 2.337)  0.0000
F (3.098, -1.740, 0.819)  0.0001
C (2.224, -0.690, 1.152)  0.0010
F (2.048, -0.810, 2.535)  0.0004
C (3.002, 0.595, 0.922)  0.0003
F (2.195, 1.660, 1.196)  0.0001
F (3.293, 0.709, -0.404)  0.0010
F (4.144, 0.804, 1.592)  0.0001
O (-1.863, -0.972, 0.394)  0.0517
N (-2.877, -0.323, -0.056)  0.2564
C (-3.267, -0.473, -1.350)  0.1310
C (-4.364, 0.184, -1.842)  0.0529
C (-5.115, 1.015, -1.015)  0.2435
C (-4.695, 1.164, 0.306)  0.0608
C (-3.582, 0.503, 0.755)  0.1168
H (-2.648, -1.132, -1.943)  0.0157
H (-4.646, 0.032, -2.873)  -0.0012
H (-5.979, 1.540, -1.386)  0.0190
H (-5.248, 1.785, 0.994)  -0.0001
H (-3.202, 0.593, 1.761)  0.0133
C (-0.550, -2.337, -3.800)  0.0007
Si (0.804, -1.275, -2.862)  0.0017
C (1.043, 0.184, -4.129)  0.0003
C (2.421, -2.315, -3.148)  0.0001
H (-0.126, -2.819, -4.677)  0.0000
H (-1.364, -1.708, -4.155)  0.0003
H (-0.977, -3.123, -3.182)  0.0004
H (1.241, -0.184, -5.135)  0.0001
H (1.882, 0.811, -3.834)  0.0000
H (0.163, 0.824, -4.175)  0.0003
H (2.549, -2.560, -4.200)  0.0000
H (2.413, -3.245, -2.584)  0.0000
H (3.295, -1.751, -2.830)  0.0000

Calculated values
Spin multiplicity: 2
<S²>: 0.765
HOMO-LUMO gap (spin up / spin down) (eV): 4.266 / 7.492
Relative energy (zero: lowest compared OMol25 entry of this formula, charge and spin) (kcal per mole): 20.4
Net charge: -1